No. 1
59
Properties=species:S:1:pos:R:3:nbo_charge:R:1 method="wB97M-V/def2-TZVPD" total_charge=+2 de_lowest_kcal_mol=0.0 largest_force_ha_per_bohr=0.013 homo_lumo_gap_ev=7.377
Zr -0.076 -0.271 0.607 2.025
C 0.951 7.761 3.185 -0.649
C 0.569 6.391 2.715 0.088
C -0.700 6.141 2.193 -0.214
C -1.065 4.875 1.773 -0.121
C -0.124 3.854 1.883 -0.454
C 1.154 4.064 2.404 -0.086
C 1.487 5.337 2.813 -0.224
S -0.567 2.282 1.366 2.261
O 0.360 1.792 0.235 -0.989
O -1.947 2.193 0.965 -0.877
N -0.116 1.110 2.368 -0.965
C -1.030 0.543 3.396 -0.299
C -1.047 -0.782 2.640 0.742
O -1.814 -0.817 1.585 -0.709
O 0.013 -1.436 2.556 -0.609
H 0.205 8.503 2.909 0.235
H 1.912 8.059 2.768 0.243
H 1.054 7.769 4.272 0.249
H -1.413 6.951 2.117 0.241
H -2.049 4.676 1.374 0.252
H 1.861 3.249 2.486 0.229
H 2.472 5.526 3.219 0.239
H -2.010 1.013 3.423 0.252
H -0.558 0.484 4.370 0.259
Cl 2.478 -1.046 0.536 0.106
C 2.758 -2.391 -0.611 0.125
C 4.076 -2.712 -0.839 -0.258
C 4.337 -3.774 -1.697 -0.138
C 3.299 -4.472 -2.295 -0.177
C 1.982 -4.116 -2.050 -0.142
C 1.687 -3.053 -1.199 -0.463
P 0.015 -2.544 -0.796 0.938
C -0.327 -1.050 -1.794 -0.344
C 0.605 -0.317 -2.525 -0.222
C 0.263 0.942 -3.024 -0.118
C -0.976 1.500 -2.759 -0.165
C -1.900 0.808 -1.982 -0.102
C -1.582 -0.456 -1.488 -0.384
C -1.211 -3.764 -1.221 -0.428
C -1.618 -3.953 -2.545 -0.181
C -2.555 -4.930 -2.830 -0.194
C -3.079 -5.710 -1.804 -0.143
C -2.676 -5.519 -0.490 -0.212
C -1.740 -4.541 -0.190 -0.103
H 4.877 -2.168 -0.359 0.257
H 5.363 -4.057 -1.888 0.253
H 3.516 -5.301 -2.954 0.252
H 1.172 -4.668 -2.511 0.245
H 1.582 -0.738 -2.732 0.250
H 0.982 1.485 -3.624 0.252
H -1.223 2.478 -3.148 0.254
H -2.867 1.239 -1.761 0.262
H -2.340 -1.031 -0.956 0.286
H -1.211 -3.341 -3.341 0.224
H -2.879 -5.085 -3.850 0.243
H -3.812 -6.472 -2.034 0.243
H -3.092 -6.128 0.301 0.243
H -1.425 -4.383 0.834 0.223

No. 2
149
Properties=species:S:1:pos:R:3:lowdin_charge:R:1 method="wB97M-V/def2-TZVPD" total_charge=+1 largest_force_ha_per_bohr=0.011 homo_lumo_gap_ev=8.086
C 2.117 1.704 -2.193 -0.054
C 2.704 0.306 -2.102 -0.229
O 4.089 0.376 -1.713 -0.211
C 4.737 -0.876 -1.738 -0.155
C 5.592 -1.030 -0.453 -0.049
N 5.501 0.189 0.395 -0.080
C 5.975 -0.016 1.804 -0.074
C 5.345 1.097 2.613 -0.149
O 5.343 2.325 1.911 -0.096
C 6.321 2.480 0.905 -0.140
C 6.312 1.335 -0.135 -0.046
H 2.179 2.088 -3.210 0.067
H 1.062 1.691 -1.929 0.049
H 2.663 2.394 -1.547 0.084
H 2.615 -0.203 -3.064 0.129
H 2.144 -0.281 -1.366 0.124
H 5.355 -0.985 -2.630 0.133
H 3.998 -1.678 -1.764 0.128
H 5.223 -1.866 0.141 0.126
H 6.648 -1.207 -0.645 0.134
H 4.530 0.506 0.438 0.187
H 7.062 0.045 1.772 0.127
H 5.671 -0.991 2.177 0.122
H 4.293 0.847 2.776 0.142
H 5.807 1.166 3.600 0.126
H 6.077 3.411 0.397 0.138
H 7.323 2.616 1.321 0.113
H 5.949 1.629 -1.112 0.125
H 7.327 0.946 -0.231 0.140
C 8.793 0.899 5.138 -0.009
C 9.423 1.075 3.780 -0.497
O 9.719 0.130 3.080 0.047
C 9.641 2.486 3.296 -0.018
H 8.680 -0.159 5.360 0.081
H 9.419 1.361 5.903 0.095
H 7.815 1.385 5.167 0.078
H 10.304 3.056 3.945 0.094
H 8.669 2.986 3.265 0.077
H 10.072 2.450 2.298 0.085
C 7.928 -3.750 0.943 -0.007
C 7.069 -3.276 2.090 -0.502
O 5.877 -3.494 2.120 0.041
C 7.764 -2.495 3.174 -0.024
H 7.317 -4.289 0.222 0.083
H 8.408 -2.899 0.454 0.083
H 8.714 -4.410 1.311 0.096
H 8.206 -1.593 2.752 0.047
H 8.568 -3.082 3.617 0.103
H 7.051 -2.218 3.950 0.091
C 5.259 3.703 -6.459 -0.019
C 4.442 2.934 -5.452 -0.495
O 3.289 2.638 -5.654 0.076
C 5.131 2.538 -4.163 -0.020
H 4.650 3.922 -7.333 0.084
H 5.611 4.639 -6.021 0.087
H 6.129 3.119 -6.762 0.087
H 5.482 3.427 -3.634 0.089
H 5.990 1.900 -4.384 0.088
H 4.434 1.997 -3.535 0.041
C -3.203 2.656 -1.732 -0.016
C -1.943 2.913 -2.514 -0.479
O -0.970 2.190 -2.428 0.035
C -1.950 4.111 -3.422 -0.016
H -3.090 1.765 -1.117 0.078
H -3.428 3.513 -1.096 0.092
H -4.037 2.525 -2.422 0.064
H -2.132 5.016 -2.839 0.095
H -2.745 4.022 -4.160 0.073
H -0.996 4.194 -3.934 0.079
C -6.775 2.376 -4.280 -0.016
C -6.947 3.613 -3.432 -0.493
O -5.998 4.230 -3.001 0.054
C -8.362 4.041 -3.152 -0.003
H -5.716 2.165 -4.416 0.068
H -7.261 1.525 -3.798 0.088
H -7.241 2.524 -5.255 0.087
H -8.894 3.243 -2.632 0.066
H -8.879 4.254 -4.090 0.094
H -8.357 4.938 -2.536 0.067
C -8.070 6.396 0.025 -0.027
C -9.094 5.560 0.759 -0.503
O -10.246 5.514 0.387 0.051
C -8.606 4.782 1.952 -0.029
H -8.551 6.892 -0.815 0.079
H -7.642 7.151 0.685 0.085
H -7.267 5.754 -0.343 0.079
H -8.191 5.456 2.701 0.089
H -7.826 4.087 1.652 0.063
H -9.440 4.231 2.383 0.084
C 2.892 -7.693 2.607 -0.024
C 3.803 -7.479 1.425 -0.503
O 4.149 -8.392 0.711 0.065
C 4.274 -6.065 1.182 -0.034
H 2.629 -8.745 2.680 0.078
H 3.397 -7.393 3.526 0.086
H 1.983 -7.099 2.496 0.084
H 4.820 -5.695 2.046 0.063
H 3.418 -5.409 1.012 0.085
H 4.922 -6.045 0.308 0.076
C -5.460 1.047 2.606 -0.017
C -5.933 2.130 3.540 -0.485
O -6.241 3.232 3.145 0.052
C -6.022 1.762 5.001 -0.017
H -5.438 1.428 1.586 0.078
H -4.459 0.718 2.889 0.086
H -6.144 0.200 2.665 0.057
H -5.040 1.463 5.371 0.085
H -6.706 0.920 5.123 0.071
H -6.380 2.614 5.573 0.082
C -3.215 2.805 -7.666 -0.020
C -2.004 3.614 -7.267 -0.496
O -2.082 4.518 -6.469 0.058
C -0.691 3.237 -7.909 -0.020
H -4.091 3.174 -7.137 0.077
H -3.382 2.886 -8.741 0.086
H -3.059 1.753 -7.422 0.085
H -0.764 3.333 -8.993 0.085
H -0.444 2.200 -7.673 0.085
H 0.098 3.886 -7.539 0.081
C -12.651 0.634 -1.933 -0.023
C -11.275 1.229 -1.765 -0.501
O -10.368 0.947 -2.515 0.053
C -11.088 2.194 -0.619 -0.022
H -12.657 -0.039 -2.787 0.080
H -12.932 0.082 -1.034 0.085
H -13.384 1.426 -2.090 0.087
H -11.315 1.698 0.327 0.089
H -11.759 3.047 -0.724 0.091
H -10.062 2.553 -0.596 0.066
C 5.812 -10.835 3.244 -0.022
C 4.757 -10.950 4.318 -0.504
O 4.283 -9.972 4.848 0.056
C 4.318 -12.345 4.692 -0.023
H 6.038 -9.787 3.063 0.076
H 6.720 -11.356 3.555 0.084
H 5.455 -11.288 2.318 0.089
H 5.171 -12.921 5.056 0.085
H 3.910 -12.855 3.818 0.086
H 3.559 -12.294 5.468 0.081
C -6.417 -3.609 3.332 -0.019
C -6.873 -2.498 4.245 -0.489
O -7.148 -1.400 3.818 0.051
C -6.973 -2.823 5.714 -0.018
H -6.388 -3.251 2.305 0.083
H -5.423 -3.950 3.626 0.086
H -7.102 -4.455 3.400 0.088
H -6.000 -3.136 6.096 0.087
H -7.679 -3.641 5.869 0.088
H -7.312 -1.947 6.262 0.081

No. 3
11
Properties=species:S:1:pos:R:3:nbo_charge:R:1 method="wB97M-V/def2-TZVPD" total_charge=0 de_lowest_kcal_mol=31.7 largest_force_ha_per_bohr=0.048 homo_lumo_gap_ev=10.323 smiles="N#C[C@@H](S)C(N)=O"
C 2.558 -0.401 -0.018 0.259
C 0.362 -1.180 0.111 0.679
C 1.323 -0.039 0.678 -0.513
N 3.418 -0.431 -0.766 -0.284
N -0.454 -0.713 -0.849 -0.863
O 0.386 -2.290 0.598 -0.594
S 0.798 1.638 0.163 0.034
H 1.389 0.035 1.720 0.273
H -0.444 0.320 -0.832 0.416
H -1.060 -1.548 -1.034 0.440
H 1.144 1.305 -1.126 0.152